Version a
A molecular structure, C5H10O3. Source: the OMol25 dataset; level of theory: the ωB97M-V functional and the def2-TZVPD basis.

Positions of all 18 atoms, in Å:
C (0.740, -0.037, 1.678)
C (0.663, -0.074, 0.028)
C (-0.292, -1.217, -0.370)
C (-0.757, -0.146, -1.405)
C (-0.214, 0.921, -0.484)
H (-0.386, -0.058, 2.113)
H (1.422, 0.700, 1.696)
H (0.842, -1.177, 1.949)
H (2.110, 0.025, -1.535)
H (-0.044, -2.240, -0.512)
H (-2.180, -0.453, 0.363)
H (-0.037, -0.175, -2.338)
H (-1.889, -0.242, -1.618)
H (0.612, 1.595, -1.072)
H (-0.217, 2.296, 0.837)
O (1.984, -0.256, -0.386)
O (-1.416, -1.279, 0.717)
O (-0.941, 1.816, 0.339)

Results
gap between HOMO and LUMO: 0.3570 Eh
HOMO: -9.41 eV

Version b
3 unconnected molecules or ions with the total composition C5H10O3. Source: the OMol25 dataset; level of theory: the ωB97M-V functional and the def2-TZVPD basis.

Positions of all 18 atoms, in Å:
C (2.370, -0.760, -0.193)
C (1.232, 0.146, -0.281)
C (1.512, 1.472, 0.427)
C (-0.086, -0.355, 0.289)
C (-1.335, 0.362, 0.025)
H (2.635, -1.105, 0.729)
H (3.266, -0.177, -0.623)
H (1.683, -1.767, -1.067)
H (0.936, 0.244, -1.288)
H (2.206, 2.051, -0.201)
H (2.110, 1.359, 1.835)
H (0.892, 2.225, 0.522)
H (0.226, -0.458, 1.437)
H (0.616, -2.321, 0.086)
H (-2.295, -1.238, 0.411)
O (-0.405, -1.707, -0.111)
O (-2.516, -0.269, 0.310)
O (-1.382, 1.476, -0.630)

Results
gap between HOMO and LUMO: 0.3856 Eh
HOMO: -10.41 eV

Energy above the most stable structure, in kcal/mol: version a 12.5; version b 0.0

Version a
2 unconnected molecules or ions with the total composition C5H10O3. Source: the OMol25 dataset; level of theory: the ωB97M-V functional and the def2-TZVPD basis.

Positions of all 18 atoms, in Å:
C (1.764, -1.308, 0.109)
C (0.711, -0.589, -0.680)
C (0.334, 0.689, -0.553)
C (0.940, 1.707, 0.359)
O (-0.782, 1.161, -1.174)
H (2.553, -1.657, -0.554)
H (2.228, -0.677, 0.862)
H (1.355, -2.195, 0.598)
H (0.218, -1.184, -1.441)
H (2.027, 1.761, 0.266)
H (0.567, 2.713, 0.182)
H (0.721, 1.531, 1.429)
H (-1.430, 0.390, -1.552)
O (-2.526, -0.688, -0.883)
C (-2.549, -0.237, 0.269)
O (-1.791, -0.688, 1.247)
H (-3.302, 0.462, 0.635)
H (-1.037, -1.191, 0.878)

Results
gap between HOMO and LUMO: 0.3386 Eh
HOMO: -8.39 eV
structure (SMILES): C/C=C(\C)O.O=CO

Version b
2 unconnected molecules or ions with the total composition C5H10O3. Source: the OMol25 dataset; level of theory: the ωB97M-V functional and the def2-TZVPD basis.

Positions of all 18 atoms, in Å:
C (-0.335, -1.364, -2.280)
C (-0.200, -0.227, -1.558)
C (-0.535, -0.088, -0.123)
C (0.335, -0.841, 0.939)
C (1.456, 0.023, 1.378)
O (1.492, 1.180, 1.705)
O (2.587, -0.678, 1.398)
H (-0.792, -2.263, -1.748)
H (0.324, -1.451, -3.230)
H (0.425, 0.567, -2.021)
H (-1.645, -0.293, 0.013)
H (-0.681, 0.905, 0.370)
H (0.764, -1.802, 0.559)
H (-0.444, -1.008, 1.676)
H (3.196, -0.036, 1.855)
O (-3.856, 1.537, -1.234)
H (-4.162, 2.162, -1.836)
H (-3.099, 1.901, -0.728)

Results
gap between HOMO and LUMO: 0.3865 Eh
HOMO: -9.79 eV
structure (SMILES): C=CCCC(=O)O.O

Energy above the most stable structure, in kcal/mol: version a 0.0; version b 12.4

Version a
2 unconnected molecules or ions with the total composition C7H16O2. Source: the OMol25 dataset; level of theory: the ωB97M-V functional and the def2-TZVPD basis.

Positions of all 25 atoms, in Å:
C (0.417, 1.023, 2.369)
C (0.045, 0.173, 1.390)
C (0.790, -1.102, 1.101)
C (0.017, -2.289, 0.625)
C (-1.002, 0.409, 0.312)
C (-0.656, 1.717, -0.284)
C (0.819, 1.924, -0.592)
O (1.359, 1.104, -1.728)
H (1.180, 1.076, 3.077)
H (-0.242, 1.830, 2.396)
H (1.645, -0.862, 0.329)
H (1.458, -1.479, 1.993)
H (-0.860, -2.298, 0.065)
H (-0.572, -2.560, 1.539)
H (0.864, -2.941, 0.415)
H (-2.050, 0.347, 0.502)
H (-0.972, -0.438, -0.323)
H (-0.814, 2.524, 0.396)
H (-1.438, 1.828, -1.195)
H (1.648, 1.718, 0.090)
H (0.807, 2.912, -1.100)
H (0.618, 0.650, -2.210)
O (-1.445, -2.274, -2.258)
H (-1.628, -2.691, -1.424)
H (-1.533, -1.381, -2.185)

Results
gap between HOMO and LUMO: 0.3601 Eh
HOMO: -9.19 eV
structure (SMILES): C=C(CC)CCCO.O

Version b
2 unconnected molecules or ions with the total composition C7H16O2. Source: the OMol25 dataset; level of theory: the ωB97M-V functional and the def2-TZVPD basis.

Positions of all 25 atoms, in Å:
C (-1.143, -0.763, 0.134)
C (0.278, 1.995, -0.703)
C (-0.806, -2.062, -0.500)
C (-2.158, 0.045, -0.614)
C (-1.218, -0.633, 1.614)
O (0.435, 0.601, -0.555)
H (-0.600, 2.203, -1.317)
H (0.164, 2.492, 0.269)
H (1.127, 2.438, -1.232)
H (-0.194, -1.880, -1.384)
H (-0.248, -2.722, 0.155)
H (-1.911, 0.122, -1.671)
H (-3.118, -0.481, -0.519)
H (-2.289, 1.039, -0.192)
H (-2.268, -0.735, 1.923)
H (-0.609, -1.371, 2.127)
H (-0.887, 0.361, 1.924)
H (-1.735, -2.559, -0.812)
C (2.946, 0.457, -0.180)
C (1.604, 0.135, 0.481)
O (1.377, -1.099, 0.725)
H (1.417, 0.850, 1.327)
H (3.740, 0.245, 0.536)
H (3.072, -0.183, -1.056)
H (3.022, 1.505, -0.478)

Results
gap between HOMO and LUMO: 0.2704 Eh
HOMO: -7.67 eV

Energy above the most stable structure, in kcal/mol: version a 8.1; version b 0.0

Version a
2 unconnected molecules or ions with the total composition C4H11N4. Source: the OMol25 dataset; level of theory: the ωB97M-V functional and the def2-TZVPD basis.

Positions of all 19 atoms, in Å:
C (1.482, -0.321, -0.159)
C (2.606, 0.521, -0.644)
C (-1.980, 1.592, -0.077)
C (-2.452, 0.091, 0.081)
N (-1.314, -1.799, 0.928)
N (0.424, 0.346, -0.186)
N (1.907, -1.494, 0.261)
N (-1.358, -0.739, 0.406)
H (3.519, -0.130, -0.615)
H (2.303, 0.634, -1.698)
H (2.727, 1.536, -0.267)
H (-1.321, 1.839, 0.834)
H (-1.384, 1.666, -1.018)
H (-2.853, 2.270, -0.080)
H (-2.695, -0.113, -0.968)
H (-3.349, -0.120, 0.754)
H (-0.430, -2.293, 1.071)
H (2.909, -1.545, 0.492)
H (1.258, -1.940, 0.887)

Results
net charge: +1
gap between HOMO and LUMO (spin up / spin down): 0.2914 / 0.3252 Eh
HOMO (spin up / spin down): -13.92 / -14.23 eV

Version b
A gas-phase ion, C4H11N4 (charge +1). Source: the OMol25 dataset; level of theory: the ωB97M-V functional and the def2-TZVPD basis.

Positions of all 19 atoms, in Å:
H (0.860, -1.831, -0.504)
N (0.086, -1.721, -1.111)
C (-0.375, -0.562, -1.337)
C (-1.410, -0.314, -2.265)
N (-0.013, 0.552, -0.585)
N (0.633, 0.295, 0.612)
C (1.829, 1.109, 0.909)
N (-0.412, 0.468, 1.595)
C (-0.712, -0.380, 2.478)
H (-2.487, -0.423, -1.936)
H (-1.195, -1.018, -3.200)
H (-1.293, 0.568, -2.919)
H (-0.616, 1.399, -0.781)
H (0.743, -0.827, 0.408)
H (2.199, 0.763, 1.807)
H (2.503, 1.195, -0.005)
H (1.419, 2.095, 1.079)
H (-1.566, -0.097, 2.931)
H (-0.193, -1.271, 2.824)

Results
net charge: +1
gap between HOMO and LUMO: 0.3964 Eh
HOMO: -14.42 eV
structure (SMILES): [H]/N=C(/C)N[N@@H+](C)N=C

Version c
A gas-phase ion, C4H11N4 (charge +1). Source: the OMol25 dataset; level of theory: the ωB97M-V functional and the def2-TZVPD basis.

Positions of all 19 atoms, in Å:
C (-1.943, 0.330, 0.750)
C (-0.735, -0.156, -0.062)
N (-1.147, -0.473, -1.375)
N (0.109, 1.145, -0.199)
C (1.391, 1.158, -0.301)
N (2.059, 0.076, -0.101)
C (1.351, -1.230, 0.128)
N (0.029, -1.141, 0.571)
H (-1.465, 0.663, 1.666)
H (-2.576, -0.475, 0.972)
H (-2.479, 1.184, 0.410)
H (-0.346, -0.897, -1.746)
H (-1.494, 0.311, -1.880)
H (-0.476, 2.010, -0.128)
H (1.653, 2.254, -0.313)
H (3.020, 0.089, -0.152)
H (1.903, -1.785, 0.868)
H (1.244, -1.913, -0.687)
H (-0.097, -1.150, 1.581)

Results
net charge: +1
gap between HOMO and LUMO: 0.3926 Eh
HOMO: -13.81 eV
structure (SMILES): C[C@@]1(N)NC=[NH+]CN1

Energy above the most stable structure, in kcal/mol: version a 109.4; version b 94.7; version c 0.0

Version a
A single C2H3NP2 molecule. Source: the OMol25 dataset; level of theory: the ωB97M-V functional and the def2-TZVPD basis.

Positions of all 8 atoms, in Å:
C (1.262, -0.638, 0.546)
C (-0.702, 1.269, -0.419)
N (0.478, 1.397, -0.060)
P (-1.793, -0.198, -0.395)
P (-0.004, -1.260, -0.228)
H (2.239, -0.462, 0.833)
H (-1.215, 2.288, -0.825)
H (-0.265, -2.395, 0.548)

Results
gap between HOMO and LUMO (spin up / spin down): 0.2564 / 0.2565 Eh
HOMO (spin up / spin down): -8.09 / -8.09 eV

Version b
A single C2H3NP2 molecule. Source: the OMol25 dataset; level of theory: the ωB97M-V functional and the def2-TZVPD basis.

Positions of all 8 atoms, in Å:
C (1.679, 0.734, -0.039)
C (0.733, -0.137, 0.232)
N (-0.192, -0.841, 0.389)
P (-1.844, -0.796, -0.113)
P (-2.795, 0.869, 0.229)
H (2.584, 0.664, -0.709)
H (1.476, 1.675, 0.591)
H (-1.641, -2.168, -0.580)

Results
gap between HOMO and LUMO: 0.2739 Eh
HOMO: -8.29 eV
structure (SMILES): C=C=N[PH]#P

Version c
A single C2H3NP2 molecule. Source: the OMol25 dataset; level of theory: the ωB97M-V functional and the def2-TZVPD basis.

Positions of all 8 atoms, in Å:
C (1.216, -0.412, -0.222)
C (-0.992, 1.443, -0.010)
N (1.232, 0.805, -0.378)
P (-1.882, 0.090, 0.236)
P (-0.339, -1.373, -0.012)
H (2.079, -0.970, -0.278)
H (-1.128, 2.398, -0.516)
H (-0.186, -1.981, 1.179)

Results
gap between HOMO and LUMO (spin up / spin down): 0.3053 / 0.2923 Eh
HOMO (spin up / spin down): -8.73 / -8.34 eV

Energy above the most stable structure, in kcal/mol: version a 55.6; version b 0.0; version c 24.9

Version a
A single C7H13NO molecule. Source: the OMol25 dataset; level of theory: the ωB97M-V functional and the def2-TZVPD basis.

Positions of all 22 atoms, in Å:
C (0.323, 0.685, -0.394)
C (1.418, 0.053, -0.139)
C (-0.604, 1.729, -0.351)
C (-2.017, 1.335, 0.169)
C (1.567, -1.410, -0.200)
C (2.707, 0.780, -0.010)
C (-1.981, -1.779, 0.401)
N (-1.942, -0.865, -0.733)
O (-2.554, 0.312, -0.613)
H (-0.218, 2.656, 0.310)
H (-0.704, 2.050, -1.363)
H (-1.742, 0.993, 1.173)
H (-2.542, 2.260, 0.175)
H (2.621, -1.679, -0.352)
H (1.360, -1.814, 0.807)
H (1.202, -1.928, -1.006)
H (3.166, 0.706, 0.941)
H (3.494, 0.405, -0.750)
H (2.489, 1.774, -0.155)
H (-1.019, -1.835, 0.915)
H (-2.810, -1.632, 1.125)
H (-2.216, -2.796, 0.052)

Results
gap between HOMO and LUMO (spin up / spin down): 0.2880 / 0.3407 Eh
HOMO (spin up / spin down): -7.38 / -8.73 eV

Version b
2 unconnected molecules or ions with the total composition C7H13NO. Source: the OMol25 dataset; level of theory: the ωB97M-V functional and the def2-TZVPD basis.

Positions of all 22 atoms, in Å:
C (-0.620, -0.420, 0.925)
C (0.154, -0.901, -1.804)
C (-1.937, -0.884, 0.302)
C (-0.884, 0.772, 1.837)
C (0.189, 0.283, -0.834)
C (1.696, 0.445, -0.345)
N (2.569, 1.106, -1.147)
C (1.557, -0.143, 0.780)
O (-0.366, 1.368, -1.094)
H (-0.245, -1.273, 1.496)
H (3.374, 1.519, -0.698)
H (2.099, 1.724, -1.800)
H (1.731, -0.313, 1.821)
H (0.541, -1.813, -1.354)
H (-0.873, -1.064, -2.125)
H (0.762, -0.648, -2.675)
H (-1.831, -1.814, -0.257)
H (-2.363, -0.112, -0.342)
H (-2.661, -1.072, 1.102)
H (-1.707, 0.556, 2.526)
H (-1.156, 1.639, 1.229)
H (-0.029, 1.045, 2.458)

Results
gap between HOMO and LUMO: 0.3070 Eh
HOMO: -8.29 eV

Energy above the most stable structure, in kcal/mol: version a 49.1; version b 0.0

Version a
A single C7H13NO molecule. Source: the OMol25 dataset; level of theory: the ωB97M-V functional and the def2-TZVPD basis.

Positions of all 22 atoms, in Å:
C (-0.265, -1.448, 2.378)
C (0.626, -0.693, 1.418)
C (0.084, 0.528, 0.892)
C (1.847, -1.168, 1.092)
C (0.687, 1.401, -0.109)
H (-0.820, 0.889, 1.370)
H (0.239, -2.318, 2.800)
H (-1.168, -1.791, 1.865)
H (-0.585, -0.808, 3.205)
H (2.503, -0.656, 0.402)
H (2.216, -2.094, 1.513)
H (1.701, 1.117, -0.378)
H (0.681, 2.449, 0.187)
N (-2.157, -0.441, -1.457)
C (-0.229, 1.321, -1.449)
C (0.384, 1.189, -2.678)
O (-0.929, -0.076, -0.888)
H (-2.888, -0.230, -0.782)
H (-2.126, -1.441, -1.627)
H (-1.051, 2.032, -1.403)
H (1.205, 0.497, -2.811)
H (0.042, 1.743, -3.541)

Results
gap between HOMO and LUMO (spin up / spin down): 0.2261 / 0.3118 Eh
HOMO (spin up / spin down): -6.68 / -8.07 eV

Version b
A single C7H13NO molecule. Source: the OMol25 dataset; level of theory: the ωB97M-V functional and the def2-TZVPD basis.

Positions of all 22 atoms, in Å:
C (-0.248, 3.371, -0.396)
C (0.460, 2.284, -0.089)
N (-0.001, 0.810, -0.515)
O (0.217, 0.507, -1.852)
C (0.516, -0.133, 0.404)
C (1.945, -0.594, 0.201)
C (-0.626, -1.408, 0.215)
C (-0.589, -2.291, -0.787)
C (-1.647, -1.457, 1.310)
H (-1.169, 3.284, -0.968)
H (0.030, 4.361, -0.044)
H (1.391, 2.381, 0.467)
H (-0.679, 0.556, -2.224)
H (0.358, 0.199, 1.433)
H (2.143, -1.475, 0.819)
H (2.638, 0.199, 0.498)
H (2.153, -0.863, -0.837)
H (0.141, -2.216, -1.588)
H (-1.293, -3.119, -0.852)
H (-2.361, -2.278, 1.176)
H (-1.161, -1.595, 2.282)
H (-2.215, -0.522, 1.347)

Results
gap between HOMO and LUMO: 0.3440 Eh
HOMO: -8.44 eV
structure (SMILES): C=CN(O)[C@H](C)C(=C)C

Energy above the most stable structure, in kcal/mol: version a 51.9; version b 0.0

Version a
A single C7H13NO molecule. Source: the OMol25 dataset; level of theory: the ωB97M-V functional and the def2-TZVPD basis.

Positions of all 22 atoms, in Å:
C (0.524, 1.170, 2.650)
C (-0.370, 1.206, 1.664)
C (-0.486, 0.085, 0.230)
C (-0.949, -1.267, 0.736)
C (-1.453, 0.713, -0.759)
N (0.879, 0.198, -0.056)
C (1.213, -0.709, -1.406)
C (1.384, -0.264, -2.648)
O (1.456, -2.010, -1.096)
H (1.378, 0.498, 2.619)
H (0.392, 1.746, 3.565)
H (-1.215, 1.890, 1.742)
H (-0.196, -1.730, 1.378)
H (-1.158, -1.946, -0.095)
H (-1.871, -1.156, 1.315)
H (-1.624, 0.045, -1.609)
H (-1.079, 1.666, -1.142)
H (-2.419, 0.891, -0.278)
H (1.099, 1.154, -0.331)
H (1.161, 0.760, -2.920)
H (1.772, -0.916, -3.426)
H (1.561, -2.022, -0.133)

Results
gap between HOMO and LUMO: 0.3604 Eh
HOMO: -8.98 eV
structure (SMILES): C=CC(C)(C)NC(=C)O

Version b
2 unconnected molecules or ions with the total composition C7H13NO. Source: the OMol25 dataset; level of theory: the ωB97M-V functional and the def2-TZVPD basis.

Positions of all 22 atoms, in Å:
C (-1.100, -0.425, -2.237)
C (-0.087, -0.189, -1.396)
N (0.712, 0.952, -1.483)
C (0.211, -1.097, -0.272)
C (0.796, -2.453, -0.626)
C (-0.027, -0.930, 1.014)
O (0.052, -1.327, 2.163)
H (-1.708, -1.307, -2.137)
H (-1.291, 0.222, -3.079)
H (0.686, 1.425, -2.373)
H (1.632, 0.866, -1.080)
H (1.140, -2.967, 0.270)
H (0.053, -3.081, -1.120)
H (1.634, -2.337, -1.315)
C (-0.947, 1.202, 1.503)
C (0.324, 1.975, 1.817)
H (-0.971, 0.151, 2.016)
H (-1.767, 1.511, 2.164)
H (-1.285, 1.337, 0.481)
H (1.130, 1.618, 1.179)
H (0.636, 1.808, 2.847)
H (0.178, 3.045, 1.664)

Results
gap between HOMO and LUMO: 0.3274 Eh
HOMO: -8.25 eV
structure (SMILES): C=C(N)C(C)=C=O.CC

Energy above the most stable structure, in kcal/mol: version a 0.0; version b 6.1